This record from OMol25 describes a cluster of 3 separate species, CH6N4O in total at a distorted geometry. The level of theory is ωB97M-V with the def2-TZVPD basis set.

Output
HOMO-LUMO gap (spin up / spin down), hartree: 0.2815 / 0.2421
ΔE to the lowest compared entry with this formula, charge and spin, kJ/mol: 206.5
Expectation value of S²: 2.019

Geometry as ORCA input:
```
! wB97M-V def2-TZVPD RIJCOSX def2/J DEFGRID3
* xyz 2 3
C 8.177 -0.422 0.100
N -10.153 -0.532 0.588
N 7.297 0.350 0.639
N -10.652 0.081 -0.238
N 6.665 0.362 -0.552
O 7.637 -0.474 -1.088
H 9.125 -0.832 0.297
H -9.088 -0.658 0.599
H 6.938 0.715 1.574
H -9.878 0.989 -1.193
H -11.717 0.207 -0.013
H 5.648 0.213 -0.713
*
```